No. 1
C23H28N2O | wB97M-V/def2-TZVPD

Last column: natural (NBO) charge in e.
Atoms and positions in Å:
C -3.0494 -2.0862 2.9757  -0.655
C -3.2802 -0.9138 3.9681  0.075
C -3.8109 -1.2296 5.2299  -0.273
C -3.8635 -0.0745 6.0653  -0.125
C -3.5794 1.3773 5.6108  -0.182
C -2.8949 1.4942 4.3905  -0.173
C -2.6169 0.4720 3.5307  -0.151
C -2.3646 0.7086 2.0433  0.657
O -2.8409 1.5172 1.2988  -0.599
N -1.1673 0.0928 1.8509  -0.651
H -0.7266 -0.8019 2.4350  0.410
C -0.4801 0.1264 0.4081  -0.072
H -1.1007 1.1620 -0.0169  0.282
C -0.4412 -1.1996 -0.1911  -0.467
H -1.5605 -1.3660 -0.5501  0.241
H 0.1454 -1.8765 0.4210  0.231
C 0.4324 -0.8216 -1.4345  -0.050
N 1.8110 -0.5514 -1.0681  -0.492
C 2.7526 -1.2611 -1.6853  -0.229
C 3.3108 -0.7654 -3.0793  0.049
C 3.9981 0.4104 -3.4200  -0.281
C 4.4899 0.7234 -4.6182  -0.190
C 3.7813 0.0814 -5.6824  -0.213
C 3.0937 -0.9705 -5.4583  -0.249
C 2.4485 -1.4734 -4.3875  -0.172
H 1.9577 -2.2205 -4.0218  0.196
H 2.5082 -1.2177 -6.3350  0.194
H 3.8882 0.4002 -6.7045  0.216
H 5.0978 1.7121 -4.7492  0.227
H 4.5208 0.9229 -2.4056  0.192
H 2.6692 -2.3540 -1.7674  0.212
H 3.6572 -0.9119 -1.1671  0.201
C 1.7472 0.7009 -0.5136  -0.051
C 0.9956 0.8201 0.7641  -0.345
H 1.0076 1.7379 1.2402  0.220
H 1.4700 -0.2159 1.4887  0.143
C 1.0225 1.8479 -1.5723  -0.459
C 0.8309 1.1608 -2.6227  -0.409
H 0.0694 1.9318 -3.3287  0.191
C -0.1385 -0.1323 -2.5527  -0.406
H -1.1365 0.4004 -1.9435  0.193
H -0.2033 -0.6072 -3.4260  0.214
H 1.5403 0.9591 -3.4766  0.258
H 0.4498 2.5046 -0.9886  0.227
H 1.9492 2.4999 -1.8790  0.226
H 2.7038 1.0482 -0.1976  0.206
H 0.4585 -1.8633 -1.8664  0.205
H -2.7473 2.5580 4.2266  0.219
H -3.6933 1.9188 6.3174  0.169
H -4.0890 -0.3843 6.9439  0.175
H -4.0337 -2.1879 5.3991  0.212
H -3.2063 -1.7642 1.8403  0.227
H -4.0899 -2.8258 3.1489  0.212
H -2.0939 -2.5380 3.1348  0.214

DFT total energy (a.u.): -1077.34611
2S+1: 1
Gap between HOMO and LUMO (eV): 8.20
Energy above the lowest of the compared OMol25 structures with the same formula, charge and spin (kJ/mol): 1699.49



No. 2
C23H28N3O7Ru | wB97M-V/def2-TZVPD

Last column: natural (NBO) charge in e.
Atoms and positions in Å:
Ru -0.0837 1.5983 -1.7550  1.269
C 0.1795 -0.2923 -5.7710  -0.669
C 0.0810 0.6496 -4.6212  0.197
N 0.1819 0.2476 -3.4025  -0.073
O 0.3595 -1.0976 -3.2919  -0.534
C -0.2339 2.0677 -4.7428  0.218
C -0.1647 2.8534 -6.0070  -0.676
N -0.5319 2.5853 -3.6108  -0.088
O -0.7804 3.9208 -3.5966  -0.533
H -0.6072 -1.0437 -5.6889  0.254
H 1.1282 -0.8281 -5.7496  0.252
H 0.0784 0.2278 -6.7188  0.224
H 0.2011 -1.2442 -2.3232  0.525
H 0.4753 2.3642 -6.7365  0.229
H 0.2214 3.8477 -5.7909  0.258
H -1.1577 2.9756 -6.4431  0.249
C -0.6705 4.5729 0.5739  -0.619
C 0.5249 3.8028 0.0299  0.127
C 1.8057 4.6215 0.0640  -0.609
O 0.2478 3.4434 -1.3289  -0.745
C 0.7180 2.5207 0.8334  0.774
O 0.9505 2.5379 2.0188  -0.620
O 0.6275 1.4210 0.1187  -0.722
H -0.7403 5.5429 0.0807  0.206
H -0.5526 4.7233 1.6470  0.238
H -1.5900 4.0110 0.4051  0.222
H 1.6572 5.5440 -0.4984  0.208
H 2.6299 4.0603 -0.3763  0.217
H 2.0659 4.8671 1.0932  0.235
H -0.5814 4.1533 -2.6529  0.521
C 2.4266 -4.7358 3.9359  -0.632
C 1.9644 -3.3059 3.8665  -0.028
C 2.3734 -2.3994 4.8358  -0.220
C 1.9785 -1.0705 4.7847  -0.208
C 1.1325 -0.6468 3.7779  -0.211
C 0.7017 -1.5498 2.8087  0.122
N -0.1647 -1.0695 1.7981  -0.619
C -1.4137 -1.5633 1.5430  0.221
C -2.0590 -2.4324 2.4376  -0.280
C -3.3435 -2.8745 2.1942  -0.165
C -4.0561 -2.4621 1.0724  -0.283
C -3.4463 -1.5893 0.1910  -0.153
C -2.1396 -1.1628 0.3990  -0.181
C -1.4982 -0.2794 -0.5922  0.798
O -1.9991 0.7876 -1.0495  -0.618
O -0.3397 -0.5985 -0.9847  -0.735
C 1.1387 -2.8778 2.8182  0.040
C 0.7532 -3.8296 1.7214  -0.660
H 3.0008 -4.9113 4.8443  0.215
H 3.0594 -4.9968 3.0849  0.215
H 1.5830 -5.4289 3.9291  0.215
H 3.0186 -2.7406 5.6366  0.204
H 2.3175 -0.3714 5.5379  0.213
H 0.7957 0.3799 3.7109  0.241
H 0.2024 -0.3563 1.1793  0.442
H -1.5401 -2.7423 3.3345  0.225
H -3.8066 -3.5466 2.9062  0.211
H -5.0657 -2.8063 0.8995  0.213
H -3.9703 -1.2280 -0.6851  0.216
H -0.0488 -4.5044 2.0336  0.221
H 1.6022 -4.4482 1.4308  0.215
H 0.4036 -3.2932 0.8410  0.231

DFT total energy (a.u.): -1679.01623
2S+1: 2
Gap between HOMO and LUMO (alpha / beta) (eV): 6.15 / 6.49
Energy above the lowest of the compared OMol25 structures with the same formula, charge and spin (kJ/mol): 129.71



No. 3
C23H28N4O3 | wB97M-V/def2-TZVPD

Last column: natural (NBO) charge in e.
Atoms and positions in Å:
C 9.5472 0.3694 4.9536  -0.623
C 8.1175 0.3253 4.5060  -0.045
C 7.7780 0.6694 3.2007  -0.181
C 6.4675 0.6396 2.7764  -0.250
C 5.4518 0.2615 3.6538  0.285
O 4.1839 0.2648 3.1319  -0.519
C 3.1103 -0.1099 3.9626  -0.156
C 1.7747 -0.0438 3.2073  0.661
O 0.7446 -0.3426 3.7692  -0.609
N 1.9104 0.3639 1.9289  -0.597
C 0.9293 0.5438 0.9441  0.132
C 1.3810 0.9717 -0.3158  -0.236
C 0.5140 1.1840 -1.3660  -0.237
C -0.8317 0.9586 -1.1280  0.073
C -1.2979 0.5272 0.1357  0.187
C -0.4151 0.3155 1.1872  -0.254
N -2.6590 0.3848 0.0842  -0.488
C -3.0134 0.7086 -1.1258  0.402
C -4.4149 0.6548 -1.6126  -0.445
C -4.6716 -0.6356 -2.4136  -0.210
N -6.0548 -0.6757 -2.8483  -0.451
C -6.6773 -1.9879 -2.8500  -0.241
C -6.2567 -2.8308 -4.0606  -0.090
O -6.5488 -2.1590 -5.2693  -0.527
C -5.9096 -0.9020 -5.3195  -0.090
C -6.3072 -0.0248 -4.1231  -0.246
N -1.9510 1.0689 -1.9184  -0.362
C -1.9462 1.4735 -3.2945  -0.404
C 5.7765 -0.0837 4.9574  -0.246
C 7.0999 -0.0483 5.3683  -0.209
H 9.9158 1.3949 4.9408  0.218
H 10.1749 -0.2175 4.2848  0.217
H 9.6513 -0.0215 5.9624  0.214
H 8.5541 0.9640 2.5093  0.210
H 6.2054 0.9060 1.7642  0.219
H 3.2303 -1.1385 4.3289  0.203
H 3.0285 0.5560 4.8325  0.203
H 2.8603 0.5660 1.6413  0.420
H 2.4394 1.1366 -0.4606  0.204
H 0.8780 1.5099 -2.3289  0.215
H -0.7641 -0.0124 2.1501  0.262
H -5.0749 0.6603 -0.7468  0.250
H -4.6456 1.5270 -2.2271  0.206
H -3.9578 -0.6964 -3.2490  0.165
H -4.4813 -1.4826 -1.7519  0.212
H -6.4330 -2.5062 -1.9223  0.205
H -7.7601 -1.8322 -2.8906  0.199
H -6.8116 -3.7694 -4.0962  0.196
H -5.1784 -3.0519 -4.0079  0.157
H -6.2208 -0.4407 -6.2582  0.196
H -4.8165 -1.0444 -5.3393  0.154
H -5.7720 0.9248 -4.1626  0.195
H -7.3808 0.1791 -4.1787  0.203
H -1.5638 0.6720 -3.9339  0.203
H -2.9545 1.7285 -3.6139  0.214
H -1.3061 2.3493 -3.4175  0.212
H 5.0165 -0.3814 5.6623  0.213
H 7.3355 -0.3204 6.3871  0.210

DFT total energy (a.u.): -1337.99758
SMILES: Cc1ccc(OCC(=O)Nc2ccc3c(c2)nc(CCN2CCOCC2)n3C)cc1
2S+1: 1
Gap between HOMO and LUMO (eV): 8.51
Energy above the lowest of the compared OMol25 structures with the same formula, charge and spin (kJ/mol): 246.26



No. 4
C23H28N6O3S2 | wB97M-V/def2-TZVPD

Last column: natural (NBO) charge in e.
Atoms and positions in Å:
C -4.4862 -3.4494 0.0153  -0.637
C -3.0146 -3.6546 -0.2882  -0.068
O -2.2787 -2.6012 0.3418  -0.555
C -0.9566 -2.5423 0.0592  0.793
O -0.4127 -3.3695 -0.6305  -0.593
C -0.2990 -1.3920 0.6832  -0.218
C -0.9295 -0.4086 1.4202  0.023
N -2.2883 -0.2711 1.6238  -0.636
C -2.8222 0.8414 2.1923  0.661
O -2.1422 1.6744 2.7561  -0.601
C -4.2926 1.0347 1.9016  -0.586
S -4.3103 2.0839 0.3873  0.303
C -3.5252 0.9443 -0.6782  0.157
N -4.0263 -0.2337 -0.9861  -0.324
N -3.1709 -0.7968 -1.8207  -0.061
N -2.1814 -0.0432 -2.0467  -0.050
N -2.3390 1.0825 -1.3393  -0.221
C -1.3405 2.0720 -1.3427  0.180
C -1.1898 2.9699 -0.2940  -0.241
C -0.1523 3.8840 -0.3363  -0.188
C 0.7272 3.9042 -1.4052  -0.205
C 0.5749 2.9989 -2.4435  -0.205
C -0.4557 2.0794 -2.4167  -0.219
S 0.1492 0.8075 1.9897  0.509
C 1.4827 0.0032 1.2197  -0.221
C 1.1048 -1.1310 0.5752  -0.023
C 2.1061 -1.9344 -0.1847  -0.449
C 3.2303 -0.9972 -0.6759  0.134
C 4.3734 -1.8300 -1.2595  -0.601
C 2.6835 -0.0699 -1.7651  -0.624
N 3.7897 -0.2090 0.4167  -0.644
C 2.8831 0.5404 1.2867  0.092
C 3.3800 0.4258 2.7355  -0.604
C 2.9001 2.0233 0.8792  -0.608
H -5.0637 -4.2421 -0.4502  0.220
H -4.6598 -3.4712 1.0892  0.202
H -4.8121 -2.4927 -0.3846  0.234
H -2.6482 -4.6129 0.0963  0.187
H -2.8234 -3.6114 -1.3646  0.207
H -2.8586 -1.0088 1.2186  0.456
H -4.8375 0.1156 1.6991  0.243
H -4.7763 1.6322 2.6705  0.260
H -1.8487 2.9582 0.5573  0.247
H -0.0308 4.5759 0.4821  0.222
H 1.5348 4.6198 -1.4261  0.220
H 1.2629 3.0025 -3.2748  0.223
H -0.5837 1.3587 -3.2087  0.243
H 1.6251 -2.4396 -1.0203  0.250
H 2.5270 -2.7057 0.4681  0.214
H 4.0177 -2.4214 -2.0985  0.214
H 5.1705 -1.1749 -1.6010  0.216
H 4.7797 -2.5076 -0.5109  0.201
H 1.7808 0.4348 -1.4323  0.215
H 3.4321 0.6748 -2.0214  0.214
H 2.4411 -0.6479 -2.6529  0.211
H 4.3743 -0.8136 0.9819  0.362
H 2.7513 1.0191 3.3946  0.216
H 4.4033 0.7874 2.8045  0.212
H 3.3462 -0.6105 3.0681  0.211
H 2.5127 2.1510 -0.1261  0.218
H 3.9226 2.3885 0.9068  0.217
H 2.2897 2.6057 1.5648  0.199

DFT total energy (a.u.): -2243.90246
SMILES: CCOC(=O)c1c(NC(=O)CSc2nnnn2-c2ccccc2)sc2c1CC(C)(C)NC2(C)C
2S+1: 1
Gap between HOMO and LUMO (eV): 8.10
Energy above the lowest of the compared OMol25 structures with the same formula, charge and spin (kJ/mol): 1.76



Question: Which of these has the lowest energy above the lowest of the compared OMol25 structures with the same formula, charge and spin?
Answer: C23H28N6O3S2



Please write out number 1 again, unchanged.
C23H28N2O | wB97M-V/def2-TZVPD

Last column: natural (NBO) charge in e.
Atoms and positions in Å:
C -3.0494 -2.0862 2.9757  -0.655
C -3.2802 -0.9138 3.9681  0.075
C -3.8109 -1.2296 5.2299  -0.273
C -3.8635 -0.0745 6.0653  -0.125
C -3.5794 1.3773 5.6108  -0.182
C -2.8949 1.4942 4.3905  -0.173
C -2.6169 0.4720 3.5307  -0.151
C -2.3646 0.7086 2.0433  0.657
O -2.8409 1.5172 1.2988  -0.599
N -1.1673 0.0928 1.8509  -0.651
H -0.7266 -0.8019 2.4350  0.410
C -0.4801 0.1264 0.4081  -0.072
H -1.1007 1.1620 -0.0169  0.282
C -0.4412 -1.1996 -0.1911  -0.467
H -1.5605 -1.3660 -0.5501  0.241
H 0.1454 -1.8765 0.4210  0.231
C 0.4324 -0.8216 -1.4345  -0.050
N 1.8110 -0.5514 -1.0681  -0.492
C 2.7526 -1.2611 -1.6853  -0.229
C 3.3108 -0.7654 -3.0793  0.049
C 3.9981 0.4104 -3.4200  -0.281
C 4.4899 0.7234 -4.6182  -0.190
C 3.7813 0.0814 -5.6824  -0.213
C 3.0937 -0.9705 -5.4583  -0.249
C 2.4485 -1.4734 -4.3875  -0.172
H 1.9577 -2.2205 -4.0218  0.196
H 2.5082 -1.2177 -6.3350  0.194
H 3.8882 0.4002 -6.7045  0.216
H 5.0978 1.7121 -4.7492  0.227
H 4.5208 0.9229 -2.4056  0.192
H 2.6692 -2.3540 -1.7674  0.212
H 3.6572 -0.9119 -1.1671  0.201
C 1.7472 0.7009 -0.5136  -0.051
C 0.9956 0.8201 0.7641  -0.345
H 1.0076 1.7379 1.2402  0.220
H 1.4700 -0.2159 1.4887  0.143
C 1.0225 1.8479 -1.5723  -0.459
C 0.8309 1.1608 -2.6227  -0.409
H 0.0694 1.9318 -3.3287  0.191
C -0.1385 -0.1323 -2.5527  -0.406
H -1.1365 0.4004 -1.9435  0.193
H -0.2033 -0.6072 -3.4260  0.214
H 1.5403 0.9591 -3.4766  0.258
H 0.4498 2.5046 -0.9886  0.227
H 1.9492 2.4999 -1.8790  0.226
H 2.7038 1.0482 -0.1976  0.206
H 0.4585 -1.8633 -1.8664  0.205
H -2.7473 2.5580 4.2266  0.219
H -3.6933 1.9188 6.3174  0.169
H -4.0890 -0.3843 6.9439  0.175
H -4.0337 -2.1879 5.3991  0.212
H -3.2063 -1.7642 1.8403  0.227
H -4.0899 -2.8258 3.1489  0.212
H -2.0939 -2.5380 3.1348  0.214

DFT total energy (a.u.): -1077.34611
2S+1: 1
Gap between HOMO and LUMO (eV): 8.20
Energy above the lowest of the compared OMol25 structures with the same formula, charge and spin (kJ/mol): 1699.49



Question: DFT total energy of number 3 (C23H28N4O3)?
Answer: -1337.99758 a.u.



Please write out number 3 again, unchanged.
C23H28N4O3 | wB97M-V/def2-TZVPD

Last column: natural (NBO) charge in e.
Atoms and positions in Å:
C 9.5472 0.3694 4.9536  -0.623
C 8.1175 0.3253 4.5060  -0.045
C 7.7780 0.6694 3.2007  -0.181
C 6.4675 0.6396 2.7764  -0.250
C 5.4518 0.2615 3.6538  0.285
O 4.1839 0.2648 3.1319  -0.519
C 3.1103 -0.1099 3.9626  -0.156
C 1.7747 -0.0438 3.2073  0.661
O 0.7446 -0.3426 3.7692  -0.609
N 1.9104 0.3639 1.9289  -0.597
C 0.9293 0.5438 0.9441  0.132
C 1.3810 0.9717 -0.3158  -0.236
C 0.5140 1.1840 -1.3660  -0.237
C -0.8317 0.9586 -1.1280  0.073
C -1.2979 0.5272 0.1357  0.187
C -0.4151 0.3155 1.1872  -0.254
N -2.6590 0.3848 0.0842  -0.488
C -3.0134 0.7086 -1.1258  0.402
C -4.4149 0.6548 -1.6126  -0.445
C -4.6716 -0.6356 -2.4136  -0.210
N -6.0548 -0.6757 -2.8483  -0.451
C -6.6773 -1.9879 -2.8500  -0.241
C -6.2567 -2.8308 -4.0606  -0.090
O -6.5488 -2.1590 -5.2693  -0.527
C -5.9096 -0.9020 -5.3195  -0.090
C -6.3072 -0.0248 -4.1231  -0.246
N -1.9510 1.0689 -1.9184  -0.362
C -1.9462 1.4735 -3.2945  -0.404
C 5.7765 -0.0837 4.9574  -0.246
C 7.0999 -0.0483 5.3683  -0.209
H 9.9158 1.3949 4.9408  0.218
H 10.1749 -0.2175 4.2848  0.217
H 9.6513 -0.0215 5.9624  0.214
H 8.5541 0.9640 2.5093  0.210
H 6.2054 0.9060 1.7642  0.219
H 3.2303 -1.1385 4.3289  0.203
H 3.0285 0.5560 4.8325  0.203
H 2.8603 0.5660 1.6413  0.420
H 2.4394 1.1366 -0.4606  0.204
H 0.8780 1.5099 -2.3289  0.215
H -0.7641 -0.0124 2.1501  0.262
H -5.0749 0.6603 -0.7468  0.250
H -4.6456 1.5270 -2.2271  0.206
H -3.9578 -0.6964 -3.2490  0.165
H -4.4813 -1.4826 -1.7519  0.212
H -6.4330 -2.5062 -1.9223  0.205
H -7.7601 -1.8322 -2.8906  0.199
H -6.8116 -3.7694 -4.0962  0.196
H -5.1784 -3.0519 -4.0079  0.157
H -6.2208 -0.4407 -6.2582  0.196
H -4.8165 -1.0444 -5.3393  0.154
H -5.7720 0.9248 -4.1626  0.195
H -7.3808 0.1791 -4.1787  0.203
H -1.5638 0.6720 -3.9339  0.203
H -2.9545 1.7285 -3.6139  0.214
H -1.3061 2.3493 -3.4175  0.212
H 5.0165 -0.3814 5.6623  0.213
H 7.3355 -0.3204 6.3871  0.210

DFT total energy (a.u.): -1337.99758
SMILES: Cc1ccc(OCC(=O)Nc2ccc3c(c2)nc(CCN2CCOCC2)n3C)cc1
2S+1: 1
Gap between HOMO and LUMO (eV): 8.51
Energy above the lowest of the compared OMol25 structures with the same formula, charge and spin (kJ/mol): 246.26